ORCA calculation (ωB97M-V with the def2-TZVPD basis set) on C51H52BN5O8PbS3Se as an isolated structure.

Properties
E: -6664.2028 Eh
Frontier orbital gap: 4.68 eV
LUMO level: 3.36 eV
Largest force on an atom: 2.3 eV/A
Highest occupied orbital energy: -1.3 eV
Energy above the lowest of the compared OMol25 structures with the same formula, charge and spin: 250.3 kJ/mol

```
! RIJCOSX wB97M-V def2-TZVPD def2/J DEFGRID3
* xyz -2 1
H 6.679 5.766 2.012
H -2.975 2.501 6.694
C -5.212 -0.419 2.605
Se 1.861 1.510 -1.734
O 1.487 -3.736 -0.383
C 0.972 -1.111 -5.113
C 6.775 1.921 2.361
H 8.822 4.562 1.865
H 1.805 -0.419 -5.004
H 5.590 -2.945 -2.333
C -0.530 3.104 3.266
C -0.363 -2.898 -3.729
O -2.440 1.326 1.870
C 4.322 -0.417 -0.510
H 3.946 -2.517 -0.555
H 2.468 -3.289 -4.313
C 3.084 3.931 2.373
C -4.165 3.751 -0.081
C -1.441 3.472 4.239
C 5.671 -1.830 5.650
C 4.249 4.650 2.301
C 7.903 4.016 2.029
H -0.025 1.980 6.912
C 0.567 2.341 3.617
H 0.661 -4.727 -3.172
C 7.049 -1.154 -3.716
H -1.226 -2.598 -5.711
C 4.530 -1.708 -0.958
C 5.932 0.403 -2.077
H 6.803 0.844 2.435
C -1.512 -2.503 -4.664
C 2.191 -2.601 -3.515
H 1.640 -2.814 -0.118
H 3.369 -2.575 1.749
H 2.957 -1.835 -3.416
O 1.045 2.238 1.077
O 0.595 -1.010 -2.750
H 4.230 5.727 2.200
C 5.034 0.641 -1.051
C -2.308 3.359 6.598
S 2.939 -0.012 0.598
H 6.442 1.237 -2.542
C -5.697 1.226 0.174
C 3.852 -1.883 2.422
H -5.960 -0.779 1.900
H -1.842 3.539 7.566
C -0.025 -4.374 -3.936
H -2.913 4.222 6.325
C 5.046 -1.400 4.461
H 6.669 -1.270 7.452
C -1.271 3.063 5.555
H -4.250 -0.840 2.321
H -2.360 -3.154 -4.464
C 3.817 -0.520 2.114
C -4.614 3.172 1.257
C 7.932 2.623 2.142
H 2.123 -3.135 -2.570
C 6.092 0.442 6.283
H -2.313 4.049 3.969
H -1.818 -1.483 -4.445
H -5.600 3.568 1.524
C 5.498 3.992 2.302
N -2.970 0.367 -0.076
O 1.982 -1.115 0.436
O -0.826 -2.711 -2.390
H 6.498 1.148 6.998
O -6.882 1.510 0.235
C 1.496 2.401 -3.222
C 6.134 -0.885 -2.556
C 6.709 4.688 2.114
O -3.580 -0.410 -2.127
H 7.406 -0.226 -4.158
C 4.316 1.861 2.641
C -3.820 0.128 -1.070
H -0.671 3.351 2.226
C -0.544 1.620 -1.312
H -4.408 1.437 3.340
H 5.721 -2.892 5.853
C 4.979 -0.008 4.175
C -3.277 1.084 1.011
H -4.082 4.836 -0.015
H 0.411 -4.519 -4.923
N 1.144 3.031 -4.136
S 1.559 1.611 2.288
H 0.078 -0.520 -5.282
C 4.473 -2.321 3.560
H 7.913 -1.740 -3.402
H -6.122 1.525 2.858
S -3.395 -3.833 2.747
H 1.152 -1.764 -5.967
C 6.193 -0.928 6.542
H 4.518 -3.376 3.796
H 1.616 1.327 5.179
C 0.853 -1.914 -3.820
H -0.904 3.069 -2.715
H -3.896 3.452 2.031
C -4.693 1.633 1.230
H -3.200 3.338 -0.368
C 5.491 0.892 5.134
Pb -0.670 -0.308 0.253
C 5.445 -1.939 -1.967
H -5.814 0.270 -1.610
H 2.123 4.420 2.305
H -0.944 -4.952 -3.861
C -2.449 -2.833 1.933
H 0.540 -3.763 -0.545
H -5.464 -0.795 3.594
H 6.522 -1.728 -4.478
H 8.875 2.101 2.046
H 4.852 1.648 -0.699
C 3.116 2.543 2.534
C 5.534 2.580 2.462
C 0.766 1.942 4.926
N -1.123 2.421 -1.973
C -5.145 1.104 2.604
H 5.417 1.953 4.949
C 4.362 0.426 2.961
H -4.881 3.512 -0.866
N -5.178 0.546 -0.871
N -1.742 -2.110 1.348
B -0.342 -1.522 -1.901
C -0.151 2.309 5.891
*
```

ORCA calculation (ωB97M-V with the def2-TZVPD basis set) on C48H50N3O4ReS as an isolated structure.

Properties
E: -2800.6091 Eh
Frontier orbital gap (spin up / spin down): 6.55 / 6.34 eV
LUMO level (spin up / spin down): -3.25 / -3.49 eV
<S²>: 0.7751
Largest force on an atom: 0.6 eV/A
Highest occupied orbital energy (spin up / spin down): -9.8 / -9.8 eV
Energy above the lowest of the compared OMol25 structures with the same formula, charge and spin: 0.0 kJ/mol

```
! RIJCOSX wB97M-V def2-TZVPD def2/J DEFGRID3
* xyz 1 2
C -0.544 -1.029 3.056
H -0.899 0.959 -2.511
O -1.401 2.855 1.517
N 3.262 -0.336 0.875
C -0.042 -1.739 -2.786
N 3.875 -2.395 1.772
H -3.563 3.827 0.412
H -2.020 -5.234 -5.062
C 3.010 4.493 -0.278
C -1.964 2.577 -3.381
C -5.208 -1.735 -0.775
H 4.056 5.408 1.361
H 2.649 4.318 3.079
H 4.291 -0.037 2.672
H -4.628 3.603 1.815
C -4.184 -3.654 0.233
C 0.063 2.103 -0.171
C 2.471 4.126 2.028
H 3.569 -3.356 1.841
C -1.938 4.645 -2.171
H 0.577 -1.298 4.863
H -3.720 2.146 3.820
C -1.815 -5.608 -2.975
H -3.671 -1.079 5.303
C -0.753 2.733 -1.295
C -3.171 -2.851 0.724
C -2.085 0.823 0.622
C -3.157 -1.483 0.461
C 3.100 -1.645 0.976
C -1.001 -2.781 -5.234
C -1.529 -1.188 5.245
Re 0.526 -0.893 -0.977
H 0.536 -0.064 -3.986
H -4.224 0.135 -0.474
C -5.207 -3.096 -0.524
H 5.814 -3.064 0.005
C -3.599 3.768 1.499
H 3.033 1.130 2.314
S 1.810 -2.488 0.179
C -0.443 -1.539 -5.187
C -2.729 2.626 1.971
H 4.293 0.776 -4.104
H 5.244 2.202 1.975
C -1.976 -0.675 0.986
H -6.009 -1.291 -1.352
H 4.405 2.065 0.434
H -1.366 -3.192 -6.167
C 1.429 3.284 1.655
H 2.673 0.129 0.189
C 4.868 1.493 1.239
H 4.397 -0.977 -4.372
H -6.003 -3.721 -0.906
H 5.889 -4.227 1.332
H -2.382 -3.282 1.330
H 3.614 4.972 -1.038
H 0.801 2.856 2.425
C 6.091 -3.192 1.052
C 3.197 -0.395 -2.778
H -2.253 -6.596 -3.023
H -2.282 0.882 -0.453
C 5.326 -2.221 1.936
O -3.148 1.420 1.331
H 5.269 -0.231 -3.012
C -1.144 4.066 -1.192
C 3.259 4.737 1.067
O 0.788 0.977 -0.683
H -0.829 4.652 -0.339
C -1.685 -4.854 -4.105
C -1.801 -0.879 2.483
C -2.923 -0.906 3.307
H 5.587 -1.197 1.684
C -2.789 -1.058 4.677
C -2.350 3.904 -3.269
H 5.571 -2.370 2.988
C -1.112 -3.561 -4.058
H -0.365 -0.937 -6.083
C 3.856 0.562 1.875
H -3.907 -0.809 2.868
H -2.465 3.390 3.959
C -0.855 1.667 0.990
H -3.250 4.709 1.923
C -2.731 2.449 3.477
C 4.363 -0.195 -3.615
C -4.189 -0.928 -0.283
H -0.559 -3.458 -0.690
C -0.408 -1.177 4.430
N 2.258 -0.557 -2.142
C 1.974 3.653 -0.649
H 5.715 0.937 0.833
C 0.065 -1.040 -3.971
C -1.387 -5.090 -1.738
H -2.280 1.983 -4.228
C 1.164 3.047 0.312
C -1.172 2.001 -2.397
H -1.515 -5.676 -0.838
H -2.966 4.359 -4.033
H 7.162 -3.025 1.151
C -0.662 -3.039 -2.817
H -2.013 1.683 3.769
H -0.240 1.145 1.733
C -0.832 -3.844 -1.664
H -2.234 5.681 -2.074
H -1.424 -1.311 6.315
H -4.181 -4.716 0.441
H 0.333 -1.054 2.422
O -0.819 -1.160 0.325
H 1.766 3.482 -1.698
*
```

ORCA calculation (ωB97M-V with the def2-TZVPD basis set) on a 2-piece molecular cluster, C5H13NO3 overall.

Properties
E: -478.7167 Eh
Frontier orbital gap: 10.52 eV
LUMO level: 0.80 eV
Largest force on an atom: 4.9 eV/A
Highest occupied orbital energy: -9.7 eV
Energy above the lowest of the compared OMol25 structures with the same formula, charge and spin: 259.2 kJ/mol

```
! RIJCOSX wB97M-V def2-TZVPD def2/J DEFGRID3
* xyz 0 1
C 1.417 -1.278 0.338
C 2.642 0.867 0.117
H 2.411 -1.703 0.455
C 0.141 0.931 0.132
O -0.476 0.671 -1.085
O -0.651 0.406 1.216
H 2.705 1.942 0.046
O -2.362 -1.716 0.455
H 0.317 2.816 -0.588
H -2.201 -0.164 -1.019
H 0.949 -1.726 -0.541
C -2.449 -1.324 -0.888
H 0.828 -1.549 1.213
H -1.272 1.112 1.442
H -1.891 -1.996 -1.554
N 0.155 2.364 0.301
H -3.493 -1.399 -1.210
H 3.584 0.350 0.216
H -1.742 -1.113 0.907
H -0.958 -0.358 -1.117
C 1.491 0.213 0.195
H 0.854 2.654 0.972
*
```